No. 1
The following is a DFT calculation (ωB97M-V with the def2-TZVPD basis set) of a structure of composition C20H26N5S2Sn.

Each line ends with the Löwdin charge.
Cartesian coordinates (Å):
Sn -0.512 -0.438 -0.625  1.503
S 2.756 0.421 1.786  0.733
S 1.823 1.704 0.384  0.606
N 5.213 1.256 0.921  0.028
N 4.755 -1.003 0.868  -0.010
N -0.649 1.195 1.204  -0.122
N -3.257 2.744 -5.434  0.201
N -1.613 0.934 -2.088  -0.187
C -0.129 -3.556 -1.091  -0.084
C -1.558 -2.733 1.151  -0.119
C -3.440 1.183 -3.619  0.026
C 0.376 2.041 1.384  -0.676
C 0.495 -3.474 0.150  -0.095
C -2.849 0.601 -2.541  -0.141
C -2.171 -3.402 -2.560  -0.023
C 4.403 0.243 1.113  -0.634
C -0.851 3.317 2.969  0.019
C -1.477 2.563 -3.837  0.024
C -1.482 -3.234 -1.237  -0.358
C 0.322 3.120 2.243  -0.030
C 5.042 2.638 1.371  -0.028
C -1.765 1.385 1.914  -0.092
C -0.216 -3.068 1.278  -0.105
C 6.093 -1.423 0.452  -0.007
C -2.749 2.188 -4.343  -0.269
C -2.183 -2.802 -0.100  -0.120
C -0.966 1.928 -2.748  -0.142
C -1.902 2.430 2.813  0.013
H -2.820 2.550 3.371  0.136
H -4.170 2.493 -5.777  0.139
H 6.401 -0.890 -0.449  0.106
H -3.194 -3.031 -2.526  0.086
H 1.160 3.795 2.341  0.129
H 1.514 -3.827 0.249  0.119
H 6.068 -2.485 0.229  0.109
H -2.146 -2.516 2.035  0.126
H 0.005 2.202 -2.349  0.105
H 5.423 2.747 2.386  0.114
H 0.244 -3.105 2.257  0.123
H 6.138 1.042 0.566  0.155
H -0.934 4.156 3.647  0.140
H -3.253 -2.638 -0.168  0.129
H -0.916 3.350 -4.322  0.132
H 5.611 3.296 0.720  0.112
H -1.632 -2.886 -3.357  0.093
H -2.568 0.680 1.735  0.126
H 6.824 -1.261 1.246  0.116
H 4.002 2.941 1.349  0.033
H -2.752 3.441 -5.956  0.138
H -4.429 0.870 -3.924  0.133
H -2.210 -4.458 -2.833  0.109
H 4.100 -1.723 1.125  0.132
H -3.358 -0.179 -1.985  0.113
H 0.417 -3.955 -1.937  0.136

E_tot, eV: -56090.6362
Relative energy (zero: lowest compared OMol25 entry of this formula, charge and spin), kcal per mole: 19.27
F_max, eV Å⁻¹: 0.4
HOMO, eV: -16.73
Net charge: +3

No. 2
The following is a DFT calculation (ωB97M-V with the def2-TZVPD basis set) of a structure of composition C16H18N2O8PtSe2.

Each line ends with the Löwdin charge.
Cartesian coordinates (Å):
Pt 0.894 -2.024 -0.540  1.204
Se -0.991 1.167 -1.108  0.711
Se -0.691 0.451 1.142  0.617
O 2.441 0.964 -1.323  0.028
O 0.798 -3.480 3.303  0.182
O 1.562 -2.525 1.439  -0.002
O -1.451 5.755 0.641  -0.043
O -0.307 -1.870 -2.155  -0.190
O -2.434 -2.270 -2.759  0.102
O -3.057 3.727 -0.642  -0.078
O 3.416 -3.473 -1.586  0.029
N 2.641 -1.331 -1.293  -0.053
N -0.726 -2.787 0.221  -0.063
C -1.785 -2.859 -0.564  -0.143
C -2.962 -3.913 1.224  -0.007
C -2.952 -3.430 -0.075  0.055
C 4.412 -0.101 -2.266  -0.084
C -2.679 3.242 0.643  -0.231
C 4.697 -1.589 -2.443  -0.085
C -0.471 2.963 -0.558  -0.472
C -0.699 -3.253 1.470  -0.177
C 3.048 -0.050 -1.588  -0.501
C -1.151 3.306 0.766  -0.592
C -1.528 -2.291 -1.962  -0.592
C -0.644 2.305 1.801  -0.478
C -1.818 -3.834 2.024  0.042
C 0.653 -3.053 2.069  -0.434
C 3.539 -2.274 -1.735  -0.524
C -0.714 4.703 1.234  -0.214
H 0.406 2.503 2.014  0.073
H -3.816 -3.483 -0.723  0.134
H 4.372 0.473 -3.190  0.120
H -3.942 3.416 -0.849  0.099
H -1.800 -4.212 3.035  0.129
H -3.114 3.893 1.411  0.132
H 5.127 0.391 -1.606  0.120
H -1.207 2.355 2.732  0.078
H 0.361 4.824 1.043  0.130
H 5.636 -1.917 -1.999  0.118
H -3.023 2.219 0.809  0.097
H -0.871 4.798 2.310  0.130
H 4.697 -1.915 -3.483  0.122
H -3.861 -4.361 1.625  0.118
H 0.614 2.957 -0.437  0.076
H -1.596 5.556 -0.290  0.081
H 1.712 -3.308 3.585  0.158
H -0.738 3.636 -1.369  0.080

E_tot, eV: -170184.7386
Relative energy (zero: lowest compared OMol25 entry of this formula, charge and spin), kcal per mole: 3.62
F_max, eV Å⁻¹: 0.4
HOMO, eV: -7.42

No. 3
The following is a DFT calculation (ωB97M-V with the def2-TZVPD basis set) of a structure of composition C4H7NO.

Each line ends with the Löwdin charge.
Cartesian coordinates (Å):
O 0.612 -1.545 0.616  0.042
N -0.112 -0.679 -1.862  0.038
C 0.014 -0.478 0.676  -0.480
C 0.274 0.688 -1.508  -0.181
C -0.649 0.143 -0.495  -0.122
C -0.142 0.285 1.968  -0.015
H -0.044 1.363 1.801  0.085
H -1.198 -0.664 -1.365  0.136
H 1.328 0.755 -1.238  0.123
H -0.050 1.454 -2.210  0.103
H 0.518 -1.373 -1.443  0.095
H -1.148 0.112 2.367  0.091
H 0.597 -0.061 2.693  0.085

E_tot, eV: -7795.3293
Relative energy (zero: lowest compared OMol25 entry of this formula, charge and spin), kcal per mole: 99.51
F_max, eV Å⁻¹: 0.4
HOMO, eV: -9.02

No. 4
The following is a DFT calculation (ωB97M-V with the def2-TZVPD basis set) of a cluster of 6 separate species, C36H30F6 in total at a distorted geometry.

Each line ends with the Löwdin charge.
Cartesian coordinates (Å):
F 1.964 0.244 -2.797  0.004
F 2.115 -3.741 -4.324  0.076
F 1.565 -4.148 3.066  0.023
F -3.736 0.503 4.436  0.044
F -1.916 2.918 2.835  0.127
F -0.717 2.981 -3.483  0.071
C 3.993 -0.362 -1.815  0.017
C -1.696 1.397 7.950  -0.055
C 1.751 -3.516 -0.715  -0.114
C -0.818 3.000 0.677  -0.017
C -0.763 2.387 -7.553  -0.138
C 5.611 1.392 -1.180  -0.080
C 0.098 1.834 -5.325  0.009
C -2.056 1.036 1.410  0.034
C -1.771 1.268 5.487  -0.019
C 1.680 -3.430 -3.124  -0.275
C -1.409 3.725 -5.643  -0.019
C -3.133 0.838 5.590  -0.272
C -1.569 -2.328 3.245  -0.153
C -0.486 2.330 -0.441  -0.123
C 0.246 -3.834 2.767  -0.242
C -0.537 -4.569 1.964  -0.063
C -0.017 -2.289 -1.782  -0.063
C 3.454 1.931 -2.126  -0.084
C 5.343 0.020 -1.401  -0.091
C -3.071 0.971 8.002  -0.082
C -1.577 3.376 -6.991  -0.097
C 4.661 2.389 -1.661  -0.044
C -2.419 -2.991 2.326  -0.088
C -1.536 2.385 1.751  -0.304
C -1.112 1.190 -0.725  -0.138
C 0.493 -2.568 -3.080  0.019
C -1.855 -4.145 1.706  -0.074
C -0.333 -2.716 3.514  -0.024
C 3.151 0.702 -2.211  -0.291
C -3.755 0.668 6.820  -0.050
C -0.627 2.909 -4.801  -0.293
C 2.354 -3.891 -1.961  -0.027
C -1.901 0.477 0.099  -0.067
C 0.689 -2.700 -0.639  -0.126
C -0.021 1.577 -6.744  -0.102
C -1.061 1.489 6.662  -0.065
H -0.540 2.156 -8.648  0.124
H -4.951 0.501 6.889  0.165
H 6.108 -0.786 -1.021  0.128
H -2.035 -1.421 3.711  0.100
H 0.169 -2.003 4.280  0.148
H -1.187 1.677 8.789  0.056
H -2.537 -4.491 0.760  0.154
H 3.061 -4.660 -2.108  0.093
H 0.657 0.747 -7.264  0.144
H 0.239 2.736 -1.034  0.077
H 0.166 -2.117 -3.934  0.072
H 5.003 3.356 -1.522  0.079
H -0.958 0.739 -1.737  0.117
H -0.044 1.945 6.584  0.118
H 6.543 1.770 -0.767  0.090
H -0.547 4.033 1.090  0.140
H -1.001 -1.789 -1.826  0.102
H 2.880 2.777 -2.399  0.120
H -3.711 0.834 8.895  0.107
H -2.119 4.042 -7.631  0.092
H -2.149 4.556 -5.300  0.145
H 0.262 -2.440 0.343  0.100
H 3.823 -1.641 -1.797  0.177
H 2.353 -3.939 0.220  0.149
H -0.012 -5.341 1.598  0.084
H -2.426 0.623 2.320  0.061
H -2.390 -0.427 0.008  0.073
H -1.271 1.136 4.644  0.049
H -3.300 -2.380 1.924  0.125
H 0.665 1.126 -4.819  0.067

E_tot, eV: -54115.6132
Relative energy (zero: lowest compared OMol25 entry of this formula, charge and spin), kcal per mole: 182.12
F_max, eV Å⁻¹: 9.2
SMILES string: Fc1ccccc1.Fc1ccccc1.Fc1ccccc1.Fc1ccccc1.Fc1ccccc1.Fc1ccccc1
HOMO, eV: -8.81

No. 5
The following is a DFT calculation (ωB97M-V with the def2-TZVPD basis set) of a cluster of 15 separate species, C19H68N14O15 in total at a distorted geometry.

Each line ends with the Löwdin charge.
Cartesian coordinates (Å):
O -4.849 15.694 23.239  -0.061
O -6.901 14.051 23.577  -0.065
O -8.619 14.149 18.556  -0.122
O -10.922 14.955 22.025  -0.128
O -8.357 12.145 22.251  -0.084
O -1.198 18.710 19.485  -0.052
O -2.879 12.092 20.635  -0.100
O -4.908 17.444 20.673  -0.130
O -6.191 21.021 23.646  -0.051
O -10.051 17.550 21.904  -0.169
O -8.447 18.346 17.428  -0.144
O -5.763 18.539 17.812  -0.146
O -3.837 13.306 17.788  -0.137
O -8.149 21.438 19.511  -0.146
O -1.530 17.736 15.910  -0.078
N -4.276 15.239 16.362  0.123
N -3.730 17.688 23.601  0.153
N -6.944 15.152 17.272  0.177
N -10.071 20.171 20.045  0.166
N -3.823 17.804 15.703  0.137
N -6.007 18.727 23.251  0.138
N -2.503 15.878 23.369  0.144
N -5.574 20.089 21.550  0.137
N -3.114 18.073 17.660  0.151
N -2.200 17.144 20.939  0.165
N -6.600 13.142 18.108  0.200
N -2.984 15.409 18.075  0.192
N -2.416 19.255 21.380  0.164
N -8.219 19.460 20.873  0.193
C -7.933 14.917 23.904  -0.347
C -3.659 14.615 17.352  -0.597
C -10.265 14.621 20.749  -0.109
C -3.693 16.380 23.389  -0.610
C -5.344 19.812 18.466  -0.268
C -1.918 18.347 20.556  -0.620
C -5.937 19.984 22.825  -0.590
C -4.105 12.634 21.025  -0.184
C -6.932 16.160 20.782  -0.041
C -5.308 20.959 17.419  -0.053
C -5.522 16.267 20.241  -0.296
C -2.799 17.942 16.409  -0.663
C -8.993 14.230 24.697  -0.067
C -7.374 14.163 18.002  -0.628
C -7.778 11.793 21.048  -0.369
C -9.278 17.212 17.202  -0.130
C -9.796 17.783 23.256  -0.137
C -8.782 20.343 20.117  -0.612
C -8.800 11.049 20.121  -0.067
H -1.643 16.339 23.739  0.167
H -11.086 14.171 22.518  0.057
H -8.846 16.524 16.475  0.072
H -4.624 18.230 23.516  0.026
H -3.919 17.293 20.717  0.045
H -6.873 16.413 21.871  0.058
H -4.385 19.698 18.989  0.096
H -1.810 16.427 20.375  0.119
H -4.829 21.842 17.893  0.084
H -6.140 17.989 22.543  0.094
H -4.096 18.232 17.956  0.076
H -7.494 16.008 17.148  0.062
H -10.242 17.581 16.747  0.109
H -7.590 16.862 20.210  0.088
H -7.425 12.757 20.570  0.086
H -8.394 15.278 22.967  0.090
H -5.604 13.184 17.943  0.044
H -4.734 14.589 15.694  0.148
H -9.849 15.551 20.228  0.073
H -6.270 21.303 17.006  0.080
H -9.552 15.064 25.170  0.083
H -6.770 18.559 17.826  0.074
H -9.428 11.942 19.837  0.064
H -6.549 18.602 24.089  0.141
H -10.538 20.721 19.333  0.117
H -10.209 16.932 23.836  0.093
H -5.961 15.265 16.953  0.062
H -2.320 16.836 21.942  0.078
H -4.873 12.517 20.233  0.060
H -7.249 19.700 21.102  0.054
H -6.942 12.279 18.534  0.105
H -7.264 15.136 20.715  0.065
H -5.450 16.189 19.167  0.085
H -2.769 18.144 23.690  0.149
H -10.583 19.333 20.264  0.103
H -5.311 19.236 21.034  0.071
H -9.561 16.657 18.117  0.079
H -9.366 14.031 20.963  0.049
H -3.303 19.074 21.833  0.052
H -10.214 18.721 23.482  0.076
H -4.564 11.979 21.763  0.076
H -9.057 19.112 17.264  0.119
H -10.024 16.567 21.757  0.043
H -7.525 15.738 24.456  0.108
H -4.703 18.135 15.977  0.093
H -2.467 15.080 18.863  0.112
H -2.434 14.859 23.336  0.154
H -8.709 18.647 21.269  0.074
H -7.730 12.605 22.818  0.044
H -5.963 20.178 19.211  0.032
H -6.271 14.668 23.280  -0.006
H -8.336 10.504 19.252  0.077
H -9.359 10.237 20.695  0.089
H -3.170 11.405 20.058  0.065
H -8.711 17.857 23.430  0.060
H -3.035 16.447 17.855  0.071
H -10.904 14.128 20.034  0.081
H -4.086 13.708 21.283  0.060
H -4.556 20.660 16.624  0.081
H -5.597 20.991 21.078  0.142
H -5.006 15.447 20.706  0.080
H -3.693 17.799 14.637  0.202
H -2.191 20.304 21.297  0.178
H -6.875 11.234 21.208  0.086
H -8.605 13.569 25.441  0.078
H -9.765 13.668 24.167  0.065
H -2.377 18.301 18.321  0.065
H -3.926 16.247 16.067  0.097

E_tot, eV: -72377.0110
Relative energy (zero: lowest compared OMol25 entry of this formula, charge and spin), kcal per mole: 8.82
F_max, eV Å⁻¹: 11.0
HOMO, eV: -9.06